# 1
Molecular formula: C16H12BClFLuN4O6PS
Method: DFT, ωB97M-V/def2-TZVPD

Results
**F_max**: 2.6 eV/Å
**2S+1**: 1
**Charge**: +3
**Orbital gap**: 1.61 eV

```
44
C16H12BClFLuN4O6PS (ωB97M-V/def2-TZVPD)
N -1.8773 -2.2988 -2.7308
B -0.5293 -1.8587 -3.0726
O 0.2842 -2.6444 -3.8285
C -0.0139 -0.4405 -2.4880
C -0.1428 0.7815 -3.1236
P -0.9271 0.9291 -4.7977
O 0.0538 1.2934 -5.8317
C 0.3192 1.9601 -2.4803
F 0.1124 3.0991 -3.1446
C 0.9254 2.0208 -1.2459
C 1.4014 3.2986 -0.5531
C 1.4950 4.5638 -1.4105
O 0.8962 5.5352 -1.1361
Cl 2.5719 4.6544 -2.9228
C 1.0626 0.7779 -0.5721
C 0.5888 -0.4140 -1.2004
S 0.7333 -1.9201 -0.3176
C 0.4309 -1.4009 1.3026
C 0.9390 -0.0825 1.6362
C 0.7420 0.4131 2.9369
C 0.0456 -0.3747 3.8253
C -0.4810 -1.6760 3.4943
C -1.2644 -2.4226 4.5505
O -1.5264 -1.5869 5.6546
N -2.9751 -1.4608 5.8561
O -3.3148 -0.3773 5.6955
C -0.2625 -2.1996 2.2231
N -0.7398 -3.4790 1.8096
C -0.1751 -4.4141 2.4226
O 0.0806 -5.2861 3.1088
N 1.6352 0.6292 0.6857
H -1.8412 -3.2370 -2.3312
H -2.4451 -2.3965 -3.5724
H 1.1382 -2.1961 -3.9429
H -1.8886 1.9573 -4.6333
H -1.6719 -0.2536 -5.0333
H 2.4209 3.1079 -0.1698
H 0.7954 3.5100 0.3362
H 1.1229 1.3951 3.2086
H -0.1153 0.0400 4.8193
H -0.7981 -3.3770 4.8379
H -2.2420 -2.6854 4.0945
H 2.0336 1.4844 1.0666
Lu 3.4028 7.0317 -3.0256
```

And the Löwdin charges, in e, turn out to be: N 0.164; B -0.654; O 0.215; C -0.081; C -0.146; P 0.777; O -0.365; C -0.181; F 0.087; C -0.055; C -0.047; C -0.664; O 0.091; Cl 0.397; C -0.130; C -0.306; S 1.366; C -0.286; C -0.159; C 0.047; C 0.107; C -0.027; C -0.138; O -0.134; N 0.044; O 0.160; C -0.223; N 0.179; C -0.234; O 0.311; N 0.200; H 0.094; H 0.097; H 0.129; H 0.049; H 0.052; H 0.142; H 0.156; H 0.144; H 0.150; H 0.152; H 0.158; H 0.161; Lu 1.202

---

# 2
Molecular formula: C12H40F6N12O8P
Method: DFT, ωB97M-V/def2-TZVPD

Results
**F_max**: 6.8 eV/Å
**2S+1**: 1
**Charge**: -1
**Energy relative to the best compared isomer or geometry (same formula, charge and spin)**: 327.4 kJ/mol
**Orbital gap**: 9.49 eV

```
79
C12H40F6N12O8P (ωB97M-V/def2-TZVPD)
P 17.7107 -20.0615 4.6353
F 18.4189 -21.1990 5.5791
F 17.2830 -21.2387 3.6598
F 16.3580 -20.3336 5.5265
F 16.9136 -19.0173 3.6097
F 18.2813 -18.8974 5.6930
F 19.0042 -19.9085 3.7397
C 18.2163 -27.1001 4.5848
O 17.4416 -26.9813 5.4734
N 19.0603 -26.1952 4.3392
N 18.2494 -28.0813 3.7450
H 19.8380 -26.2700 3.6990
H 18.9690 -25.4977 5.0639
H 17.7171 -28.8954 4.0169
H 18.9310 -27.9928 3.0050
C 17.4987 -22.7453 -1.1708
O 17.5309 -22.7740 -2.4259
N 17.5588 -21.6550 -0.4476
N 17.5407 -23.7507 -0.3664
H 17.4035 -21.6902 0.5498
H 17.6361 -20.8129 -0.9998
H 17.5190 -23.5826 0.6292
H 17.7383 -24.6562 -0.7679
C 17.3406 -15.9799 -0.2502
O 17.4881 -15.2634 -1.2262
N 16.2563 -16.1216 0.4461
N 18.3905 -16.6182 0.1337
H 16.0807 -16.9066 1.0570
H 15.4683 -15.6516 0.0240
H 18.2380 -17.2779 0.8831
H 19.3184 -16.4394 -0.2228
C 23.6574 -19.2420 3.8368
O 24.8173 -19.0675 3.6649
N 22.8371 -18.2126 3.9341
N 23.0967 -20.4389 3.9300
H 23.1381 -17.4414 3.3555
H 21.8945 -18.3200 4.2808
H 22.0933 -20.5410 3.8763
H 23.6327 -21.2918 3.8558
C 13.6657 -24.0021 7.0965
O 12.9842 -25.0058 7.0066
N 14.9355 -23.9758 6.7844
N 13.3142 -22.8796 7.6232
H 15.3518 -24.8871 6.6561
H 15.5413 -23.1728 6.6939
H 13.7946 -22.0094 7.4443
H 12.4589 -22.8756 8.1605
C 12.9922 -22.6685 2.3092
O 12.2535 -22.8255 1.3895
N 13.0284 -21.6412 3.1085
N 13.7086 -23.6414 2.7620
H 12.3712 -20.9071 2.8861
H 13.4974 -21.6417 4.0030
H 14.3038 -23.4986 3.5654
H 13.6985 -24.4589 2.1690
C 12.4630 -17.1638 7.2308
C 12.9866 -16.5625 5.9749
C 14.4171 -16.1165 5.9968
O 12.8652 -17.5038 4.9490
H 11.4930 -17.6130 7.0178
H 12.4025 -16.5043 8.0965
H 13.2306 -17.9174 7.4069
H 12.2845 -15.7770 5.6953
H 14.7334 -15.9236 4.9716
H 14.9908 -16.9312 6.4384
H 14.6257 -15.2349 6.6029
H 13.7207 -17.6739 4.5481
C 17.6849 -23.0276 10.3936
C 18.2362 -24.4217 10.2829
C 19.1782 -24.7373 9.1719
O 19.0290 -24.7255 11.4692
H 17.0919 -22.8550 9.4954
H 18.5061 -22.3213 10.5155
H 16.9915 -22.8848 11.2223
H 17.4057 -25.1230 10.3634
H 20.1313 -24.2152 9.2573
H 18.6656 -24.3335 8.2988
H 19.2361 -25.8126 9.0035
H 19.7227 -25.3712 11.3162
```

And the Löwdin charges, in e, turn out to be: P 0.171; F -0.203; F -0.182; F -0.203; F -0.209; F -0.197; F -0.164; C -0.887; O 0.060; N 0.175; N 0.172; H 0.120; H 0.130; H 0.125; H 0.110; C -0.759; O -0.016; N 0.156; N 0.154; H 0.108; H 0.120; H 0.112; H 0.121; C -0.817; O 0.007; N 0.178; N 0.164; H 0.113; H 0.120; H 0.107; H 0.125; C -0.804; O 0.048; N 0.156; N 0.165; H 0.114; H 0.106; H 0.101; H 0.111; C -0.806; O 0.033; N 0.163; N 0.161; H 0.111; H 0.106; H 0.112; H 0.119; C -0.839; O 0.049; N 0.172; N 0.166; H 0.117; H 0.106; H 0.104; H 0.122; C -0.059; C -0.560; C -0.047; O -0.048; H 0.083; H 0.083; H 0.080; H 0.130; H 0.086; H 0.088; H 0.083; H 0.078; C -0.048; C -0.489; C -0.067; O -0.092; H 0.075; H 0.088; H 0.079; H 0.132; H 0.093; H 0.074; H 0.086; H 0.067

---

# 3
Molecular formula: C2H40Cl2N2O20S2
Method: DFT, ωB97M-V/def2-TZVPD

Results
**F_max**: 3.0 eV/Å
**2S+1**: 1
**Orbital gap**: 8.65 eV

```
68
C2H40Cl2N2O20S2 (ωB97M-V/def2-TZVPD)
Cl -2.3631 0.6578 -2.8404
Cl 1.8575 1.3333 1.6929
N 0.0578 0.2039 -2.0156
N -0.5558 0.5577 1.1290
S -1.6365 -0.1720 0.0553
S 1.1894 -0.2099 -0.8205
C -1.1747 0.1616 -1.6308
C 0.6438 0.5668 0.6928
O 1.7957 -3.4366 1.0608
H 1.3013 -2.8932 1.7566
H 2.7640 -3.1432 1.0615
O -0.9656 1.5967 3.4366
H -0.9482 2.6012 3.3168
H -0.6429 1.1712 2.5772
O 1.7908 1.6972 5.0837
H 1.8553 2.5753 4.5851
H 2.5004 1.0749 4.7191
O -5.4707 0.8141 -1.9476
H -5.1362 -0.1032 -1.6822
H -5.0202 1.0751 -2.8151
O 1.7085 -3.6550 -1.5130
H 1.6860 -3.4725 -0.5180
H 1.7646 -2.7671 -1.9950
O 3.8793 0.1978 4.2476
H 4.3583 0.0033 5.1174
H 4.2586 -0.4129 3.5356
O -4.4589 -1.8812 -1.5867
H -4.1475 -2.0093 -0.6326
H -3.6582 -1.9854 -2.1963
O 0.6637 -2.3424 -4.3047
H -0.2655 -2.1364 -4.6479
H 0.9676 -3.2131 -4.7210
O -0.8062 3.8520 0.4861
H -1.5872 3.2320 0.3148
H -0.5069 4.2344 -0.4016
O 4.7410 0.2578 0.4151
H 4.7805 0.8201 1.2554
H 5.0162 -0.6860 0.6544
O -4.2864 -2.5779 1.1566
H -3.5777 -2.0577 1.6574
H -5.1792 -2.3994 1.5979
O -2.5021 -1.3104 2.7883
H -1.9328 -1.9232 3.3576
H -2.1248 -0.3742 2.8586
O -3.4096 2.5919 -0.1652
H -3.6987 2.4530 0.7944
H -4.2246 2.4961 -0.7570
O -2.5396 -2.3816 -3.2021
H -1.8926 -3.1029 -2.9106
H -2.2018 -1.9876 -4.0706
O 1.1093 2.4256 -4.3365
H 1.9896 2.8361 -4.0528
H 0.8339 1.7529 -3.6327
O 0.0727 -2.6817 3.5419
H 0.1868 -1.9957 4.2768
H -0.1428 -3.5717 3.9723
O 4.5652 3.5745 2.2679
H 4.4544 4.2325 1.5074
H 5.5402 3.5666 2.5384
O -1.6094 -1.1906 -5.5899
H -1.1527 -0.3104 -5.7910
H -2.5443 -1.1558 -5.9755
O 2.6198 -0.5985 -4.2682
H 3.2864 -0.9438 -3.5898
H 1.8141 -1.2104 -4.2580
O 1.9980 3.9426 3.4979
H 1.3805 3.6904 2.7371
H 2.9325 4.0464 3.1242
```

And the Löwdin charges, in e, turn out to be: Cl 0.728; Cl 0.772; N -0.346; N -0.367; S 0.977; S 0.932; C -1.022; C -1.039; O -0.092; H 0.063; H 0.099; O -0.145; H 0.070; H -0.067; O -0.166; H -0.006; H -0.026; O -0.155; H 0.014; H 0.026; O -0.152; H -0.035; H 0.002; O -0.118; H 0.104; H 0.079; O -0.150; H 0.018; H -0.026; O -0.096; H 0.042; H 0.122; O -0.128; H 0.013; H 0.074; O -0.141; H 0.030; H 0.065; O -0.127; H 0.004; H 0.091; O -0.129; H 0.067; H 0.050; O -0.148; H 0.089; H 0.061; O -0.121; H 0.119; H 0.021; O -0.138; H 0.067; H 0.011; O -0.100; H 0.101; H 0.101; O -0.114; H 0.097; H 0.096; O -0.119; H 0.117; H 0.118; O -0.147; H 0.057; H -0.026; O -0.131; H 0.038; H 0.036

---

Q: Among the records above, which one has the lowest F_max?
A: C16H12BClFLuN4O6PS